Molecular formula: C10H27ClNO10
Method: DFT, ωB97M-V/def2-TZVPD

Positions of all 49 atoms, in Å:
Cl  2.9350  -2.1914  -1.7905
O  3.0990  -3.3896  -1.0440
O  2.5786  -2.6078  -3.0813
O  1.8289  -1.3896  -1.3043
O  4.2492  -1.5358  -1.9444
C  -4.1561  2.9428  -5.1817
O  -4.2821  3.2303  -3.8362
C  -3.0825  3.6615  -3.2332
C  -3.2024  3.7325  -1.7064
N  -3.3950  5.0377  -1.2760
C  -3.7566  4.9589  0.1268
C  -3.7908  6.3409  0.7750
O  -3.9510  6.1781  2.2124
C  -4.1401  7.3231  3.0975
H  -4.9181  3.4926  -5.7342
H  -4.2893  1.9247  -5.5477
H  -3.2873  3.4444  -5.6078
H  -2.5450  4.5231  -3.6292
H  -2.4778  2.7569  -3.2984
H  -2.3479  3.3400  -1.1550
H  -4.0997  3.1578  -1.4768
H  -4.2462  5.1997  -1.7950
H  -3.0807  4.4465  0.8113
H  -4.7734  4.5695  0.1787
H  -4.5690  6.9598  0.3284
H  -2.8858  6.9384  0.6649
H  -4.8830  6.9361  3.7949
H  -4.6639  8.0981  2.5379
H  -3.2006  7.5358  3.6076
C  0.8431  -10.9089  1.1588
C  -0.5174  -10.9499  0.4293
O  -0.6651  -9.8997  -0.5004
O  1.2482  -9.5956  1.4459
H  1.6412  -11.2473  0.4979
H  0.8767  -11.6114  1.9915
H  -1.0875  -10.5944  1.2876
H  -0.5847  -11.9723  0.0574
H  -1.3248  -9.3558  -0.0639
H  0.9171  -9.1068  0.6889
C  7.1788  0.5725  2.9972
C  7.2115  -0.9897  2.8313
O  8.1044  -1.3157  1.7619
O  8.3696  1.1331  3.5286
H  6.3263  0.9038  3.5903
H  6.9958  1.0436  2.0315
H  6.2316  -1.3972  2.5825
H  7.6536  -1.4736  3.7022
H  7.6762  -0.9331  0.9925
H  8.2390  2.0836  3.4956

frontier orbital gap = 7.6 eV
net charge = -1
LUMO energy = 2.25 eV

=====

Molecular formula: C29H24Br2Cl2F6FeN3O4
Method: DFT, ωB97M-V/def2-TZVPD

Positions of all 71 atoms, in Å:
Fe  0.2876  -0.0617  -0.3659
Br  -0.5898  -1.0501  2.9042
C  -2.3914  -0.4022  2.8082
C  -3.1459  -0.4527  3.9488
C  -4.4871  -0.0497  3.9112
C  -5.0366  0.3749  2.7357
C  -4.2748  0.4414  1.5531
C  -4.8436  0.8574  0.3344
C  -4.1022  0.8998  -0.8106
C  -2.7344  0.5658  -0.7765
C  -2.1467  0.1791  0.3904
C  -2.8932  0.0625  1.5748
H  -2.7114  -0.8138  4.8677
H  -5.0818  -0.0983  4.8101
H  -6.0771  0.6612  2.6822
H  -5.8863  1.1377  0.3271
H  -4.5456  1.2025  -1.7486
H  -2.1644  0.6322  -1.6912
C  4.7466  1.3016  -1.2705
C  3.6142  0.9545  -0.3429
O  2.5255  0.5699  -0.7423
N  3.8722  1.1143  0.9673
C  2.9420  0.6377  1.9752
C  1.8513  1.6391  2.2696
C  2.0310  2.6224  3.2368
C  1.0039  3.5137  3.4971
C  -0.1712  3.4050  2.7732
C  -0.2613  2.4019  1.8249
N  0.7184  1.5403  1.5801
H  4.7122  0.6421  -2.1316
H  5.7126  1.2190  -0.7821
H  4.6094  2.3187  -1.6304
H  4.7648  1.4824  1.2527
H  3.5034  0.4183  2.8835
H  2.4817  -0.2778  1.5887
H  2.9651  2.6825  3.7741
H  1.1157  4.2808  4.2477
H  -0.9903  4.0866  2.9269
H  -1.1595  2.2674  1.2397
Cl  -0.9869  4.9741  -0.2714
C  0.5900  4.6456  -0.9744
Cl  0.8206  2.8797  -1.2778
H  1.3484  4.9748  -0.2639
H  0.6558  5.1822  -1.9221
Br  -0.5919  -7.8280  -1.2896
C  0.1283  -6.4625  -0.1803
C  0.7924  -6.7996  0.9926
N  1.3344  -5.8905  1.7796
C  1.2457  -4.6194  1.4360
C  0.5789  -4.1854  0.2938
C  -0.0082  -5.1326  -0.5361
C  0.4581  -2.7252  0.0037
O  1.3140  -1.9418  0.4922
O  -0.5036  -2.3187  -0.6832
H  0.8998  -7.8323  1.2976
H  1.7186  -3.9026  2.0901
H  -0.5364  -4.8229  -1.4256
C  -0.8878  -1.0564  -4.0188
C  0.1152  0.0353  -3.6040
O  -0.0554  0.4719  -2.3412
C  1.5438  -0.5540  -3.6998
F  1.7917  -1.2473  -4.8234
F  2.5159  0.3600  -3.6068
F  1.7125  -1.4051  -2.6736
C  -0.0387  1.2547  -4.5475
F  -1.2257  1.8413  -4.3441
F  0.0120  0.9296  -5.8491
F  0.8828  2.2036  -4.3508
H  -0.8992  -1.8019  -3.2261
H  -0.6060  -1.5149  -4.9635
H  -1.8803  -0.6209  -4.1039

spin multiplicity = 6
frontier orbital gap (spin up / spin down) = 8.5 / 6.8 eV
LUMO energy (spin up / spin down) = 0.11 / -1.54 eV

=====

Molecular formula: C2H3N3OS
Method: DFT, ωB97M-V/def2-TZVPD

Positions of all 10 atoms, in Å:
H  -2.4760  0.2818  -0.7464
N  -1.9647  -0.0732  0.0789
C  -0.7558  -0.0164  -0.2276
O  -0.1396  0.3954  -1.3709
C  1.1734  0.2963  -1.1969
N  1.5356  -0.1784  -0.0489
N  0.3373  -0.3863  0.5789
S  0.2953  -1.0677  2.1029
H  1.7899  0.6706  -2.0531
H  0.2047  0.0778  2.8832

frontier orbital gap = 9.7 eV
LUMO energy = 0.75 eV
SMILES string = [H]/N=c1\ocnn1S